Entry from the OMol25 dataset: a structure of composition C30H34ClO7Ru at a distorted geometry (ωB97M-V/def2-TZVPD).

```
73
Properties=species:S:1:pos:R:3:forces:R:3:mulliken_charge:R:1
C 3.18209 0.35456 -3.84816 1.025 0.304 -0.636 3.321
C 3.05974 0.19197 -2.32046 -0.143 0.361 -0.405 -1.936
C 1.86803 -0.20189 -4.43920 0.048 0.239 0.234 -1.507
C 1.48075 -1.30672 -3.45458 -0.152 -0.784 1.046 -0.048
H 2.03005 -0.59314 -5.44938 0.058 0.206 0.195 0.282
H 1.13077 0.61058 -4.47873 0.128 -0.238 -0.017 0.293
C 2.38519 -1.16211 -2.17442 0.045 -0.278 -0.613 0.737
H 2.42971 1.01638 -1.95017 0.116 -0.225 0.029 0.315
H 4.03962 0.24169 -1.83007 -0.376 0.096 -0.128 0.586
C 1.44727 -1.37798 -0.99135 -0.106 0.050 0.429 -1.042
H 3.17365 -1.93747 -2.19249 -0.371 0.254 0.006 0.535
H 1.68531 -2.30219 -3.88512 -0.192 0.328 0.032 0.415
C 0.03724 -1.32837 -2.86155 0.115 0.278 -0.197 1.819
C 3.57960 1.76679 -4.23002 -1.628 -1.638 0.594 -0.879
C 4.39364 -0.36355 -4.44539 -1.756 0.015 1.869 -0.252
O 4.46553 -0.79545 -5.57910 0.536 -0.701 -1.554 -0.789
O 3.51911 2.74687 -3.50490 0.485 1.129 0.819 -0.651
O 4.10718 1.80168 -5.46890 0.493 1.543 -1.486 -0.068
O 5.40105 -0.39590 -3.54105 1.772 -0.064 0.779 -0.277
C 6.63681 0.30947 -3.79878 -0.711 -0.449 -0.072 -0.898
H 6.84560 0.87373 -2.88091 0.186 -0.035 -0.285 0.300
H 6.53786 0.98341 -4.66202 0.031 -0.197 0.230 0.239
H 7.40035 -0.45205 -3.98482 0.183 0.318 -0.026 0.257
C 4.30788 3.13559 -5.92601 -0.074 -0.297 0.151 -1.077
H 3.37533 3.70919 -5.80019 0.303 0.021 -0.141 0.309
H 4.57954 3.03639 -6.97926 0.024 0.152 0.095 0.302
H 5.10464 3.62931 -5.34444 -0.269 -0.080 -0.296 0.272
O 0.14821 -1.74414 -1.47037 0.456 -0.095 -1.178 -0.518
H 1.33903 -0.47112 -0.37066 0.175 -0.184 -0.156 0.098
H 1.80721 -2.20099 -0.35805 -0.204 0.227 0.012 0.271
C -0.81789 -2.34121 -3.61257 -0.085 -0.027 0.221 -1.853
C -0.64908 0.04436 -2.89345 -0.178 -0.046 0.199 -1.970
H -0.89974 0.32663 -3.92740 0.112 0.042 0.346 0.397
H -0.02455 0.82715 -2.43328 -0.166 -0.241 -0.236 0.275
H -1.58222 -0.02589 -2.31448 0.234 0.025 -0.138 0.478
H -1.82311 -2.37197 -3.17870 0.066 -0.110 -0.094 0.416
H -0.35775 -3.33477 -3.55384 -0.145 0.153 0.024 0.424
H -0.89320 -2.05153 -4.66943 0.016 -0.045 0.211 0.321
Ru -0.83009 0.34818 3.04732 -3.102 -1.036 0.505 0.297
C -0.88386 -1.75292 4.22948 1.212 -0.656 0.315 -0.324
C -0.40540 -2.06050 2.92884 -0.067 0.894 0.361 -0.558
C 0.69704 -1.18714 2.61951 0.973 -0.606 0.454 -0.112
H -0.82330 -2.81723 2.27708 0.006 0.231 -0.046 0.409
C 0.92369 -0.35208 3.78013 1.055 -1.760 0.464 -1.111
C -0.10572 -0.66223 4.75973 0.342 -1.162 -0.367 -0.453
H -0.19251 -0.24639 5.75030 -0.085 0.032 -0.035 0.378
H -1.66078 -2.28276 4.76872 -0.098 0.362 -0.288 0.482
H 1.31118 -1.20581 1.72378 -0.216 -0.076 0.308 0.359
H 1.77392 0.30469 3.94785 -0.286 -0.107 -0.140 0.623
C -2.11161 2.19422 2.41897 0.259 1.053 0.503 -1.018
C -1.68315 2.27858 3.78978 -0.240 0.647 -1.100 0.215
C -0.25212 2.20578 3.80639 0.203 0.821 -0.725 -0.822
H -2.30464 2.45545 4.66027 0.087 -0.396 -0.260 0.448
C 0.20660 2.05518 2.43997 0.202 2.200 -0.457 -0.698
C -0.95013 2.07761 1.58484 0.221 -0.284 0.038 -0.126
H -0.93490 1.99125 0.49975 -0.042 0.059 0.361 0.366
H -3.14373 2.20874 2.08321 0.275 -0.157 0.065 0.339
H 0.37403 2.29892 4.68618 -0.105 -0.097 -0.123 0.534
H 1.24700 2.01724 2.12490 -0.340 0.014 -0.018 0.525
Cl -9.52514 -1.21011 5.46871 -0.197 -0.035 0.009 -0.258
C -7.87480 -0.92677 5.12657 -1.612 -0.364 -0.419 0.459
C -6.99121 -0.66565 6.18889 3.781 0.853 1.601 -0.602
C -5.64107 -0.44313 5.91300 -3.132 -0.271 2.759 -0.236
C -5.15800 -0.49224 4.59855 3.643 0.574 -0.007 -0.197
C -6.05505 -0.73062 3.53960 -4.321 -0.813 -1.802 -0.293
C -7.41413 -0.94573 3.80127 2.661 0.233 -2.306 -0.571
C -3.67451 -0.25061 4.33890 0.263 -0.143 -0.452 0.746
O -2.97793 0.16384 5.29822 -1.043 -0.320 -0.033 -0.656
O -3.25225 -0.47907 3.14647 -0.629 0.298 1.020 -0.602
H -7.35869 -0.63854 7.20829 0.055 0.009 -0.081 0.375
H -4.96774 -0.22578 6.74242 -0.020 -0.076 -0.415 0.394
H -5.69142 -0.74269 2.51358 0.015 0.024 0.312 0.423
H -8.12002 -1.12903 2.99222 0.232 0.047 0.138 0.370
```
Forces are in eV/Å.

Properties
Total charge: -2
E_LUMO (spin up / spin down): 3.60 / 1.17 eV
HOMO energy (spin up / spin down): 0.0660 / -0.0813 Ha
Total energy: -61091.0395 eV
Maximum force: 0.092 Eh/bohr
Multiplicity: 6
<S²>: 8.788
Gap between HOMO and LUMO (spin up / spin down): 1.80 / 3.38 eV